C5H14O | the ωB97M-V functional and the def2-TZVPD basis

The geometry in XYZ format:
```
20
Properties=species:S:1:pos:R:3:forces:R:3
C -0.89463 0.59509 1.87804 0.203 0.169 0.128
C -1.59775 1.63640 2.74363 -0.426 0.492 -0.230
H 0.17551 0.80776 1.86092 0.016 -0.083 -0.096
H -1.01913 -0.43774 2.20232 -0.075 0.049 0.141
H -1.24934 0.67268 0.85117 -0.055 -0.103 -0.014
H -2.59790 1.35552 3.07802 0.072 -0.267 -0.044
H -1.75225 2.53339 2.13551 0.087 0.034 0.129
H -1.04463 1.96152 3.62361 0.157 -0.257 0.015
C 0.54226 -0.60515 -1.43580 -0.690 0.923 -0.177
C 0.53603 -1.96563 -2.09041 0.001 -0.418 -0.082
C 1.80228 -0.11127 -0.76347 0.674 0.265 -0.201
O 0.17828 0.40338 -2.41818 0.016 -0.181 0.115
H -0.24244 -0.56848 -0.67445 0.058 -0.247 0.090
H 0.93085 -1.95610 -3.10736 0.322 0.270 0.140
H 2.71194 -0.22540 -1.36106 -0.170 -0.256 -0.146
H 1.70218 0.96659 -0.62885 -0.123 -0.047 0.190
H 1.98953 -0.56240 0.21106 -0.143 -0.164 -0.045
H -0.77841 0.51000 -2.39999 0.130 -0.054 -0.083
H -0.49182 -2.31891 -2.20353 0.028 -0.059 0.170
H 1.09945 -2.69125 -1.50118 -0.081 -0.065 0.001
```
Forces are in eV/Å.

## Properties
strongest force on any atom: 1.17 eV/Å
relative energy (zero: lowest compared OMol25 entry of this formula, charge and spin): 0.612 eV
orbital gap: 11.16 eV
E_LUMO: 0.848 eV
molar mass: 90.17 g mol⁻¹

***

C21H60AsF6O9 | the ωB97M-V functional and the def2-TZVPD basis

The geometry in XYZ format:
```
97
Properties=species:S:1:pos:R:3:forces:R:3
As -11.08187 -3.32302 15.87559 -1.127 -0.554 0.271
F -10.05544 -3.56258 17.28252 -0.506 0.433 -0.478
F -10.32607 -4.72308 15.18100 0.183 0.061 -0.582
F -12.13038 -3.07891 14.47741 0.612 -0.198 0.319
F -11.92641 -1.99883 16.65943 0.542 -0.033 0.039
F -9.91705 -2.26130 15.11087 -0.254 -0.188 0.467
F -12.30058 -4.43192 16.50405 0.455 0.490 0.155
C -7.75066 -1.99352 12.63566 1.332 -0.022 0.833
C -8.65865 -2.89883 11.84289 -0.121 -0.690 0.848
O -10.02428 -2.69015 12.12585 -0.333 0.117 -0.664
H -7.65928 -2.28101 13.69025 -0.632 -0.240 -0.034
H -7.98556 -0.92972 12.68402 -0.179 -0.001 -0.591
H -6.70193 -2.12839 12.33742 -0.161 0.283 -0.466
H -8.39749 -3.93732 12.10195 0.046 0.024 0.089
H -8.49064 -2.87016 10.76554 -0.298 0.573 -0.036
H -10.17955 -2.48562 13.05408 0.338 -0.192 0.098
C -12.50858 0.08770 12.89321 0.675 0.275 0.091
C -11.12734 0.31372 12.28629 0.069 0.676 -1.218
O -11.14907 -0.10313 10.90735 0.336 -0.894 0.049
H -12.57332 0.48869 13.90689 -0.105 0.152 -0.046
H -12.74335 -0.97312 12.96020 0.149 -0.065 -0.147
H -13.22033 0.56572 12.22075 -0.247 0.051 0.248
H -10.29686 -0.15624 12.80679 -0.245 -0.586 -0.079
H -10.78416 1.35121 12.17900 -0.577 0.336 0.893
H -11.38728 0.63798 10.35006 -0.086 0.157 0.147
C -14.15593 -4.14901 20.24669 -1.220 1.251 1.386
C -14.74540 -5.44347 19.75885 -0.310 0.245 -1.965
O -13.99952 -5.98891 18.66819 0.286 -0.721 0.276
H -13.21857 -4.14901 20.80150 0.204 -0.520 -0.314
H -14.86530 -3.70278 20.96261 -0.016 -0.338 0.234
H -14.14249 -3.32118 19.53855 0.419 -0.595 -0.676
H -15.68454 -5.27287 19.21779 -0.158 0.592 0.535
H -15.05105 -6.16956 20.51978 0.854 -0.069 0.279
H -13.05792 -5.79444 18.71969 -0.070 0.127 0.194
C -13.73493 0.39590 20.90411 0.058 0.414 -0.396
C -13.31195 -0.57640 19.82730 -1.265 -0.609 -1.290
O -12.56435 0.13790 18.86626 0.601 0.302 0.158
H -12.85749 0.74056 21.45111 -0.193 -0.157 0.403
H -14.57037 0.06173 21.51818 0.424 -0.426 0.325
H -14.14617 1.28389 20.41550 0.186 -0.039 -0.227
H -14.20833 -0.94858 19.29447 -0.225 0.205 0.297
H -12.84766 -1.52667 20.11481 0.513 0.461 0.600
H -12.25195 -0.45508 18.17332 -0.010 -0.178 0.013
C -9.42812 1.35153 16.63183 0.499 -0.565 0.511
C -9.06797 1.27166 15.15583 0.344 0.614 0.426
O -7.85113 2.00802 14.92741 0.137 -0.025 0.050
H -8.92831 2.17809 17.13747 -0.232 0.346 -0.313
H -9.01029 0.47402 17.13402 -0.316 -0.068 0.058
H -10.50123 1.38710 16.81312 0.017 -0.026 0.010
H -9.87463 1.71146 14.56644 0.049 -0.338 -0.228
H -8.85586 0.22961 14.91448 -0.405 0.058 -0.400
H -7.96751 2.63159 14.21015 -0.122 -0.058 -0.087
C -15.18455 -1.42953 15.77740 0.268 -0.408 1.130
C -15.73975 -2.73375 16.34378 1.441 -1.414 -1.302
O -16.17242 -2.64483 17.68713 -0.969 0.380 -0.140
H -14.96062 -1.41467 14.71326 -0.420 -0.218 -0.106
H -14.21192 -1.28166 16.25487 -0.144 0.505 0.119
H -15.91766 -0.67960 16.07962 0.301 0.413 -0.303
H -15.00118 -3.55064 16.33679 0.400 0.419 -0.237
H -16.45396 -3.14748 15.62348 -0.943 0.306 0.840
H -15.41155 -2.37684 18.20868 0.075 -0.001 -0.053
C -9.84465 -7.82975 13.34086 0.285 -0.995 0.199
C -11.24040 -7.41731 12.87328 0.657 0.024 1.090
C -12.31879 -7.68969 13.92584 -0.538 0.260 -0.576
O -11.20974 -6.02016 12.58646 -0.328 -0.281 -0.625
H -9.44361 -7.12314 14.06862 -0.206 -0.066 0.185
H -9.06356 -7.95863 12.58620 -0.390 0.473 -0.453
H -9.89124 -8.83730 13.77785 -0.087 0.242 0.311
H -11.52130 -8.01159 11.99932 0.085 0.566 -0.309
H -13.25806 -7.39547 13.45331 -0.175 -0.179 -0.029
H -12.27840 -7.05262 14.81315 0.541 -0.215 0.105
H -12.38888 -8.75062 14.17293 0.102 0.095 0.186
H -11.09467 -5.57151 13.43530 0.110 0.228 -0.025
C -9.67243 -6.91585 19.37364 0.786 0.317 0.078
C -9.25494 -5.94129 20.47951 -1.495 -0.538 0.534
C -10.47726 -5.08221 20.85293 1.379 0.755 0.217
O -8.82139 -6.65318 21.65170 0.212 0.043 -0.304
H -10.34731 -7.67384 19.77595 -0.254 0.164 -0.015
H -8.81515 -7.45572 18.96768 0.022 0.091 -0.055
H -10.14689 -6.33976 18.57954 -0.096 -0.238 -0.144
H -8.44475 -5.27857 20.18829 0.154 -0.143 -0.085
H -10.17917 -4.43900 21.68698 -0.061 -0.027 0.041
H -11.32978 -5.66108 21.20475 -0.143 -0.137 -0.445
H -10.65854 -4.40254 20.01780 -0.626 -0.211 -0.039
H -9.54721 -7.25077 21.86330 0.113 -0.038 0.116
C -14.65862 -3.39076 12.05906 0.511 -0.225 0.637
C -14.48321 -4.88565 12.36607 -0.618 0.414 -0.929
C -15.81312 -5.63317 12.29794 -0.087 0.784 0.425
O -13.66862 -5.42009 11.32150 0.527 -0.403 0.479
H -13.63667 -3.01303 11.99967 -0.112 0.353 -0.043
H -15.18086 -2.87728 12.87013 -0.029 0.038 -0.036
H -15.15822 -3.18668 11.11279 -0.072 -0.253 -0.052
H -14.02031 -4.97239 13.35050 0.174 -0.166 0.017
H -15.76101 -6.64604 12.69445 0.131 -0.166 -0.446
H -16.13147 -5.54994 11.25829 -0.083 -0.565 -0.033
H -16.58328 -5.12459 12.88770 0.122 0.100 0.078
H -12.74087 -5.48053 11.63903 -0.432 0.070 -0.071
```
Forces are in eV/Å.

## Properties
strongest force on any atom: 2.40 eV/Å
relative energy (zero: lowest compared OMol25 entry of this formula, charge and spin): 3.599 eV
orbital gap: 9.65 eV
E_LUMO: 2.552 eV
molar mass: 645.61 g mol⁻¹
net charge: -1

***

C26H22AsCeClO3 | the ωB97M-V functional and the def2-TZVPD basis

The geometry in XYZ format:
```
54
Properties=species:S:1:pos:R:3:forces:R:3
Cl 4.44863 -0.31229 -2.17350 -1.184 0.087 -0.042
C 0.24648 1.20277 -4.35668 0.172 -0.647 -1.634
C -0.74180 0.41466 -5.03186 0.696 -0.094 -0.088
C -0.27482 -0.94092 -5.05591 0.609 0.552 -0.180
H -1.70128 0.76871 -5.42092 0.469 -0.075 0.025
C 1.00797 -0.98929 -4.40488 0.085 0.784 -1.487
C 1.31665 0.33711 -3.95228 -0.120 -0.162 -1.529
H 2.22549 0.56954 -3.38800 0.235 -0.019 0.106
H 0.23046 2.28505 -4.29292 -0.084 -0.193 0.176
H -0.75591 -1.79818 -5.53996 0.025 0.354 0.316
C 1.87840 -2.18405 -4.21904 0.196 0.064 0.411
Ce -0.53452 -0.36920 -2.60601 0.445 -0.551 4.641
C -3.10670 0.34633 -2.59677 -5.149 1.251 1.362
C 0.49699 2.20229 -1.81557 0.819 3.059 2.844
O -4.18969 0.59283 -2.28645 4.410 -0.981 -1.406
O 0.84214 3.12674 -1.22357 -1.037 -3.239 -2.457
H 1.33046 -3.02133 -3.77037 0.086 -0.081 -0.047
H 2.74048 -1.91203 -3.59470 -0.040 -0.100 -0.001
H 2.26134 -2.52884 -5.19007 -0.219 0.104 0.136
O 0.00942 -0.51631 -0.58418 -0.449 0.170 -0.714
As -0.13296 -0.12721 1.15550 0.420 0.076 0.518
C -1.12875 -1.60473 1.84010 -0.489 -0.175 0.114
C -0.56051 -2.88488 1.74160 -0.059 0.074 0.061
C -1.25095 -3.98417 2.25614 -0.019 0.149 -0.056
C -2.51329 -3.81359 2.83896 0.040 0.290 -0.109
C -3.08292 -2.53674 2.92151 0.198 0.005 -0.109
C -2.38624 -1.42435 2.43600 0.058 -0.091 -0.056
C 1.58824 -0.00334 2.00603 0.535 0.008 0.094
C 2.78188 -0.04573 1.28054 -0.147 0.066 -0.323
C 3.99902 0.09216 1.95143 0.114 -0.053 0.123
C 4.04087 0.23353 3.34353 -0.333 -0.057 -0.254
C 2.84548 0.24691 4.07408 -0.191 0.035 -0.222
C 1.62111 0.14211 3.40671 -0.282 0.001 -0.005
C -1.03322 1.57873 1.18394 -0.001 -0.147 -0.120
C -0.29958 2.73120 1.48150 0.047 -0.170 0.398
C -0.94199 3.96825 1.51318 -0.184 -0.008 -0.131
C -2.31050 4.05474 1.22706 0.200 -0.123 0.007
C -3.03385 2.90349 0.89350 0.146 -0.037 -0.099
C -2.39361 1.66330 0.86462 -0.132 -0.032 -0.266
H 0.41650 -3.01057 1.27319 -0.167 -0.071 0.185
H -0.80285 -4.97835 2.20286 -0.141 0.338 -0.001
H -3.05893 -4.67866 3.22506 0.225 0.325 -0.123
H -4.07294 -2.40147 3.35881 0.329 -0.049 -0.065
H -2.81010 -0.42204 2.52094 0.042 -0.356 0.081
H 2.78197 -0.18133 0.19458 0.192 0.060 0.224
H 4.92006 0.07564 1.36544 -0.305 -0.017 0.144
H 4.99792 0.32924 3.86215 -0.337 -0.040 -0.221
H 2.86082 0.34777 5.16407 -0.038 -0.034 -0.475
H 0.68663 0.17973 3.97186 0.279 -0.051 -0.029
H 0.76324 2.65206 1.71996 -0.271 0.076 -0.051
H -0.36868 4.86704 1.74989 -0.217 -0.300 -0.049
H -2.81182 5.02508 1.25473 0.164 -0.346 0.006
H -4.09351 2.97281 0.64782 0.264 -0.006 0.114
H -2.94674 0.75977 0.57634 0.095 0.380 0.260
```
Forces are in eV/Å.

## Properties
strongest force on any atom: 5.47 eV/Å
orbital gap (alpha / beta): 3.17 / 3.17 eV
E_LUMO (alpha / beta): -9.144 / -9.145 eV
molar mass: 632.95 g mol⁻¹
net charge: +2

***

C4H18N2O4S | the ωB97M-V functional and the def2-TZVPD basis

The geometry in XYZ format:
```
29
Properties=species:S:1:pos:R:3:forces:R:3
C 0.17730 -1.12924 1.09557 0.207 -0.174 0.323
N -0.90183 -0.22473 1.47992 -0.104 0.576 1.168
C -0.49908 0.90868 2.31323 2.218 -1.990 -0.072
O 0.48378 1.69982 1.73240 1.485 0.958 -0.934
C 0.85860 -0.72782 -0.24100 -0.478 -0.016 -0.299
C 2.27770 -0.21748 0.00340 0.163 0.630 0.245
S 2.96962 0.64230 -1.44669 0.673 -0.681 -0.170
N 0.78827 -1.87944 -1.17137 0.217 0.022 -0.398
H -0.28904 -2.13548 1.02885 0.607 0.359 -0.224
H 0.98016 -1.19165 1.89242 -1.105 0.204 -0.588
H -1.40708 0.11499 0.66658 0.106 -0.113 0.109
H -1.28655 1.54094 2.54447 -2.158 0.698 0.579
H -0.00354 0.51566 3.26800 -0.923 0.383 -1.162
H 0.28889 2.04490 0.81048 -0.401 -0.540 1.194
H 0.24881 0.10245 -0.70835 0.790 -0.953 0.519
H 2.97708 -1.01051 0.30770 -0.203 -0.104 -0.559
H 2.32922 0.46527 0.85585 -0.426 0.068 -0.208
H 2.14182 1.67652 -1.51270 -0.421 0.198 0.269
H 1.44815 -2.59972 -0.86610 -0.287 0.182 -0.115
H 1.07362 -1.61917 -2.12365 0.051 0.073 0.582
H -2.28888 -2.11670 -0.20668 0.344 0.232 -1.169
H -1.16351 -2.15336 -1.32098 -0.210 0.081 0.402
O -2.10743 -1.90268 -1.15493 0.039 -0.361 0.837
H -0.96337 1.83271 -1.07254 1.251 1.145 0.515
H -0.61140 3.37006 -0.86883 0.675 -1.249 0.201
O -0.21482 2.46660 -0.75377 -1.865 0.430 -0.976
H -3.07762 0.93578 -1.62023 -0.329 0.244 -0.063
H -2.07957 -0.17500 -1.45440 0.142 -2.029 0.106
O -2.14929 0.76631 -1.47667 -0.058 1.727 -0.112
```
Forces are in eV/Å.

## Properties
strongest force on any atom: 2.98 eV/Å
relative energy (zero: lowest compared OMol25 entry of this formula, charge and spin): 0.000 eV
orbital gap: 9.16 eV
E_LUMO: 0.462 eV
molar mass: 190.27 g mol⁻¹

***

> Number 4 is which compound?

C4H18N2O4S